#w
The molecule C3H6N2OSi. Source: OMol25; level of theory: ωB97M-V/def2-TZVPD.

Calculated values
HOMO energy (spin up / spin down)   -8.822 / -8.973 eV

Geometry as ORCA input:
```
! wB97M-V def2-TZVPD RIJCOSX def2/J DEFGRID3
* xyz 0 1
C 1.92 -0.89 -0.45
C 2.31 0.00 0.52
C 0.69 -0.72 -1.06
N 1.50 0.81 1.06
N -0.08 0.28 -0.63
O -1.46 0.29 -0.67
Si -2.45 0.67 0.52
H 2.65 -1.60 -1.02
H 3.36 0.05 0.79
H 0.36 -1.48 -1.74
H -3.77 0.95 -0.05
H -2.64 -0.38 1.57
H -2.38 2.04 1.16
*
```

=====

#x
The molecule C3H6N2OSi. Source: OMol25; level of theory: ωB97M-V/def2-TZVPD.

Calculated values
HOMO energy   -8.598 eV
SMILES   [SiH3]On1cccn1

Geometry as ORCA input:
```
! wB97M-V def2-TZVPD RIJCOSX def2/J DEFGRID3
* xyz 0 1
Si -0.63 -2.21 -1.21
O 0.05 -0.71 -1.22
N 0.12 0.15 -0.19
C 0.55 1.66 -0.32
C 0.55 2.04 0.97
C 0.18 0.94 1.77
N -0.07 -0.14 1.06
H -2.08 -2.10 -1.05
H -0.20 -2.56 -2.55
H -0.07 -3.04 -0.15
H 0.74 2.06 -1.29
H 0.79 3.02 1.35
H 0.07 0.91 2.84
*
```

=====

Relative to the most stable one, in kcal/mol, the structures come out at #w 70.2; #x 0.0.

=====

#w
A cluster of 2 separate species, C2H8NO in total. Source: OMol25; level of theory: ωB97M-V/def2-TZVPD.

Calculated values
HOMO energy (spin up / spin down)   -5.404 / -9.282 eV
⟨S²⟩   0.75

Geometry as ORCA input:
```
! wB97M-V def2-TZVPD RIJCOSX def2/J DEFGRID3
* xyz 0 2
O -1.27 -1.95 0.71
H -0.40 -0.41 0.29
H -2.09 -2.05 1.20
H -1.16 -2.77 0.21
C -0.11 1.28 -0.96
C 1.50 0.34 0.62
N 0.23 0.36 0.10
H -0.26 0.76 -1.91
H 0.71 1.98 -1.09
H -1.05 1.80 -0.76
H 1.82 -0.59 1.05
H 2.09 1.24 0.54
*
```

=====

#x
A cluster of 2 separate species, C2H8NO in total. Source: OMol25; level of theory: ωB97M-V/def2-TZVPD.

Calculated values
HOMO energy (spin up / spin down)   -3.456 / -8.767 eV
⟨S²⟩   0.75

Geometry as ORCA input:
```
! wB97M-V def2-TZVPD RIJCOSX def2/J DEFGRID3
* xyz 0 2
C 0.55 0.53 -0.28
C 1.47 0.20 -1.26
N -0.88 0.53 -0.55
H 0.85 0.89 0.68
H 2.52 0.39 -1.09
H 1.23 -0.37 -2.15
H -1.25 1.31 0.03
H -0.97 0.65 -1.59
H -1.32 -0.33 -0.27
H 0.02 -1.57 2.19
H -1.53 -1.31 2.26
O -0.68 -0.93 2.02
*
```

=====

Relative to the most stable one, in kcal/mol, the structures come out at #w 0.0; #x 51.6.

=====

#w
The ion C5H9N2O with charge +1. Source: OMol25; level of theory: ωB97M-V/def2-TZVPD.

Calculated values
HOMO energy   -11.631 eV

Geometry as ORCA input:
```
! wB97M-V def2-TZVPD RIJCOSX def2/J DEFGRID3
* xyz 1 1
C -0.80 1.92 -0.65
C -2.10 0.15 -1.62
C 0.01 0.00 0.51
C 1.54 -1.84 0.63
C 0.93 -0.67 1.46
N -1.79 1.36 -1.44
N 0.01 1.22 0.13
O -2.30 -0.97 -1.74
H -0.55 2.89 -0.87
H -0.58 -0.62 -0.19
H 1.91 -1.42 -0.22
H 0.82 -2.34 0.12
H 2.31 -2.40 1.13
H 1.72 -0.02 1.88
H 0.43 -1.00 2.34
H -2.36 1.98 -1.96
H 0.79 1.76 0.49
*
```

=====

#x
The ion C5H9N2O with charge +1. Source: OMol25; level of theory: ωB97M-V/def2-TZVPD.

Calculated values
HOMO energy   -14.692 eV
SMILES   CO[C@H]1C=N[N+](C)=C1

Geometry as ORCA input:
```
! wB97M-V def2-TZVPD RIJCOSX def2/J DEFGRID3
* xyz 1 1
C -2.12 -1.04 0.99
O -1.21 -1.03 -0.10
C 0.09 -1.17 0.40
C 0.76 -1.24 -1.12
N 0.86 -0.11 -1.59
N 0.94 0.84 -0.44
C 1.47 2.17 -0.76
C 0.40 0.34 0.63
H -2.47 0.06 0.94
H -1.84 -1.47 1.99
H -2.84 -1.82 0.64
H 0.23 -1.82 1.18
H 0.56 -2.18 -1.47
H 1.35 2.41 -1.88
H 1.14 2.92 -0.12
H 2.49 2.25 -0.85
H 0.19 0.89 1.56
*
```

=====

Relative to the most stable one, in kcal/mol, the structures come out at #w 0.0; #x 14.1.

=====

#w
The ion C5H9N2O with charge +1. Source: OMol25; level of theory: ωB97M-V/def2-TZVPD.

Calculated values
HOMO energy (spin up / spin down)   -13.671 / -13.671 eV
SMILES   [H]/N=C(\C)OC[N+]1=CC1

Geometry as ORCA input:
```
! wB97M-V def2-TZVPD RIJCOSX def2/J DEFGRID3
* xyz 1 1
H 0.18 -1.84 -0.46
N 0.07 -0.86 -0.58
C 0.99 -0.05 -0.42
C 2.44 -0.40 -0.07
O 0.61 1.20 -0.35
C -0.75 1.46 -0.59
N -1.44 0.29 0.00
C -2.04 -0.06 1.08
C -2.67 -0.54 -0.10
H 3.03 0.49 -0.16
H 2.29 -0.78 1.01
H 2.74 -1.23 -0.76
H -0.92 1.45 -1.74
H -0.94 2.43 -0.06
H -1.88 -0.04 2.12
H -2.43 -1.58 -0.45
H -3.59 -0.08 -0.45
*
```

=====

#x
The ion C5H9N2O with charge +1. Source: OMol25; level of theory: ωB97M-V/def2-TZVPD.

Calculated values
HOMO energy   -14.063 eV
SMILES   C[C@@]1(O)C=CNC=[NH+]1

Geometry as ORCA input:
```
! wB97M-V def2-TZVPD RIJCOSX def2/J DEFGRID3
* xyz 1 1
C 0.77 -1.09 -1.52
C 0.71 -0.22 -0.25
O 1.96 0.05 0.41
C -0.01 1.15 -0.54
C -1.09 1.55 0.16
N -1.53 0.81 1.27
C -1.04 -0.40 1.49
N -0.10 -0.98 0.75
H 1.40 -2.05 -1.57
H 1.13 -0.37 -2.14
H -0.24 -1.44 -1.71
H 2.69 0.38 -0.09
H 0.53 1.75 -1.30
H -1.58 2.51 0.13
H -2.14 1.25 1.89
H -1.40 -0.93 2.48
H -0.06 -1.94 0.55
*
```

=====

#y
A cluster of 2 separate species, C5H9N2O in total. Source: OMol25; level of theory: ωB97M-V/def2-TZVPD.

Calculated values
HOMO energy   -13.410 eV

Geometry as ORCA input:
```
! wB97M-V def2-TZVPD RIJCOSX def2/J DEFGRID3
* xyz 1 1
C 1.00 1.07 -0.78
C -1.42 -1.81 -0.73
C 2.39 -0.32 0.81
C 0.02 -1.80 -0.20
C -0.32 -0.67 -0.75
N 1.90 0.45 -0.04
N -1.51 1.80 0.74
O -0.09 0.52 -1.27
H 1.08 2.05 -1.17
H -1.52 -2.38 -1.65
H -2.32 -1.55 -0.05
H 2.19 -0.16 1.86
H 3.23 -1.09 0.55
H 0.77 -2.49 0.22
H -2.36 1.71 0.21
H -1.44 2.80 0.43
H -1.59 1.89 1.82
*
```

=====

#z
A cluster of 2 separate species, C5H9N2O in total. Source: OMol25; level of theory: ωB97M-V/def2-TZVPD.

Calculated values
HOMO energy (spin up / spin down)   -11.891 / -11.891 eV

Geometry as ORCA input:
```
! wB97M-V def2-TZVPD RIJCOSX def2/J DEFGRID3
* xyz 1 1
C 0.35 -1.33 -1.97
C -0.07 -0.07 -1.79
C 0.14 1.19 1.32
C -0.45 -2.19 -1.04
C -1.26 -0.14 -0.99
N 0.76 2.30 1.09
N 0.14 0.80 2.57
O -1.42 -1.32 -0.48
H 1.27 -1.56 -2.51
H 0.23 0.85 -2.14
H -0.72 -3.21 -1.44
H 0.32 -2.54 -0.23
H -1.94 0.51 -0.58
H 0.47 2.85 0.27
H 1.50 2.59 1.74
H 0.09 -0.14 2.82
H 0.59 1.40 3.36
*
```

=====

Relative to the most stable one, in kcal/mol, the structures come out at #w 80.1; #x 0.0; #y 113.0; #z 52.4.

=====

#w
The molecule C26H36N6OS. Source: OMol25; level of theory: ωB97M-V/def2-TZVPD.

Calculated values
HOMO energy   -8.116 eV
SMILES   Cc1ccc(Cc2c(C)nc3nc(SCC(=O)NCCCN4CCCCCC4)nn3c2C)cc1

Geometry as ORCA input:
```
! wB97M-V def2-TZVPD RIJCOSX def2/J DEFGRID3
* xyz 0 1
C 1.37 3.53 4.50
C 1.96 2.93 3.27
C 2.51 3.74 2.28
C 3.05 3.19 1.13
C 3.06 1.81 0.94
C 3.70 1.21 -0.29
C 2.79 0.22 -0.97
C 2.99 -1.18 -0.88
C 4.14 -1.78 -0.13
N 2.20 -2.05 -1.47
C 1.20 -1.59 -2.19
N 0.29 -2.25 -2.90
C -0.46 -1.27 -3.43
S -1.80 -1.57 -4.49
C -1.89 -3.39 -4.43
C -2.59 -3.84 -3.15
O -3.79 -4.04 -3.10
N -1.75 -4.00 -2.12
C -2.21 -4.14 -0.76
C -1.95 -2.86 0.05
C -2.72 -1.66 -0.53
N -2.38 -0.44 0.16
C -2.51 0.73 -0.69
C -2.11 2.04 0.00
C -0.99 1.88 1.03
C -1.52 1.52 2.42
C -2.00 0.08 2.53
C -3.03 -0.30 1.46
N -0.10 -0.04 -3.12
N 0.96 -0.22 -2.32
C 1.73 0.70 -1.72
C 1.38 2.13 -1.91
C 2.51 1.00 1.92
C 1.97 1.55 3.07
H 1.26 2.79 5.29
H 1.99 4.35 4.87
H 0.38 3.94 4.28
H 2.51 4.81 2.41
H 3.48 3.84 0.38
H 3.96 2.01 -0.99
H 4.63 0.71 0.00
H 4.03 -2.86 -0.14
H 4.17 -1.42 0.90
H 5.08 -1.51 -0.61
H -2.50 -3.67 -5.30
H -0.88 -3.78 -4.52
H -0.79 -3.68 -2.24
H -1.70 -4.98 -0.29
H -3.28 -4.35 -0.80
H -0.88 -2.63 0.04
H -2.25 -3.03 1.08
H -3.80 -1.87 -0.51
H -2.44 -1.55 -1.58
H -1.86 0.57 -1.55
H -3.54 0.83 -1.08
H -2.98 2.48 0.50
H -1.80 2.74 -0.78
H -0.44 2.82 1.11
H -0.30 1.11 0.70
H -0.73 1.68 3.15
H -2.34 2.20 2.67
H -2.44 -0.08 3.52
H -1.15 -0.59 2.43
H -3.83 0.45 1.43
H -3.48 -1.25 1.73
H 1.25 2.62 -0.95
H 0.46 2.20 -2.49
H 2.18 2.64 -2.45
H 2.49 -0.07 1.79
H 1.56 0.90 3.83
*
```

=====

#x
The molecule C26H36N6OS. Source: OMol25; level of theory: ωB97M-V/def2-TZVPD.

Calculated values
HOMO energy   -8.357 eV
SMILES   Cc1ccc(Cc2c(C)nc3nc(SCC(=O)NCCCN4CCCCCC4)nn3c2C)cc1

Geometry as ORCA input:
```
! wB97M-V def2-TZVPD RIJCOSX def2/J DEFGRID3
* xyz 0 1
C -0.61 5.10 4.46
C -1.24 4.47 3.25
C -0.98 3.14 2.92
C -1.54 2.56 1.80
C -2.37 3.29 0.97
C -3.01 2.66 -0.25
C -2.07 1.70 -0.93
C -0.96 2.19 -1.67
C -0.72 3.66 -1.82
N -0.07 1.41 -2.24
C -0.24 0.11 -2.12
N 0.53 -0.89 -2.54
C -0.10 -1.98 -2.08
S 0.54 -3.58 -2.22
C -0.66 -4.44 -1.15
C -0.98 -3.72 0.16
O -2.09 -3.76 0.63
N 0.08 -3.14 0.76
C -0.09 -2.20 1.84
C 1.14 -2.13 2.74
C 2.47 -2.16 1.96
N 2.40 -1.55 0.64
C 3.50 -2.03 -0.19
C 3.65 -1.31 -1.54
C 4.56 -0.09 -1.47
C 3.94 1.10 -0.75
C 3.47 0.77 0.67
C 2.21 -0.11 0.67
N -1.22 -1.76 -1.41
N -1.32 -0.43 -1.42
C -2.24 0.34 -0.80
C -3.31 -0.37 -0.04
C -2.64 4.62 1.29
C -2.08 5.20 2.42
H -0.50 4.37 5.26
H 0.37 5.49 4.21
H -1.22 5.93 4.82
H -0.33 2.56 3.56
H -1.31 1.53 1.57
H -3.92 2.14 0.05
H -3.30 3.45 -0.95
H 0.20 3.81 -2.37
H -0.65 4.14 -0.84
H -1.54 4.12 -2.37
H -1.59 -4.58 -1.70
H -0.21 -5.41 -0.94
H 0.93 -2.98 0.23
H -0.97 -2.51 2.42
H -0.30 -1.21 1.42
H 1.15 -2.97 3.43
H 1.07 -1.21 3.33
H 2.75 -3.21 1.81
H 3.26 -1.71 2.59
H 4.46 -1.97 0.35
H 3.31 -3.09 -0.38
H 2.68 -1.04 -1.94
H 4.10 -2.03 -2.23
H 4.81 0.22 -2.49
H 5.50 -0.37 -0.97
H 4.68 1.91 -0.70
H 3.09 1.47 -1.32
H 3.23 1.71 1.18
H 4.26 0.28 1.23
H 1.60 0.17 -0.21
H 1.62 0.12 1.55
H -4.26 -0.29 -0.57
H -3.43 0.07 0.95
H -3.05 -1.42 0.05
H -3.29 5.21 0.66
H -2.30 6.23 2.65
*
```

=====

Relative to the most stable one, in kcal/mol, the structures come out at #w 0.0; #x 5.6.

=====

#w
The molecule C6H7I. Source: OMol25; level of theory: ωB97M-V/def2-TZVPD.

Calculated values
HOMO energy (spin up / spin down)   -8.469 / -8.174 eV

Geometry as ORCA input:
```
! wB97M-V def2-TZVPD RIJCOSX def2/J DEFGRID3
* xyz 0 1
C 0.52 -1.09 1.13
C -0.47 -0.81 -1.38
C -0.28 -1.54 -0.18
C 0.06 0.39 0.72
C -1.07 -0.25 -0.14
C 0.75 1.56 0.16
I -3.23 0.30 0.22
H 0.01 -1.42 2.10
H 1.57 -1.29 1.22
H 0.35 -0.14 -1.82
H -1.06 -1.33 -2.14
H 0.14 2.11 -0.55
H 1.59 1.29 -0.36
H 1.12 2.21 1.02
*
```

=====

#x
A cluster of 2 separate species, C6H7I in total. Source: OMol25; level of theory: ωB97M-V/def2-TZVPD.

Calculated values
HOMO energy (spin up / spin down)   -8.670 / -8.557 eV

Geometry as ORCA input:
```
! wB97M-V def2-TZVPD RIJCOSX def2/J DEFGRID3
* xyz 0 1
C 1.15 -0.93 0.35
C 0.17 -1.79 0.41
C -1.02 -0.89 0.36
C -0.49 0.45 -0.02
C 0.88 0.41 -0.04
C 1.84 1.46 -0.41
I -4.36 -0.24 -0.47
H -1.71 -1.41 -0.41
H -1.64 -0.62 1.18
H -1.22 1.21 -0.12
H 0.14 -2.86 0.54
H 1.21 2.38 -0.46
H 2.40 1.23 -1.23
H 2.65 1.60 0.30
*
```

=====

Relative to the most stable one, in kcal/mol, the structures come out at #w 40.2; #x 0.0.

=====

#w
A cluster of 2 separate species, C4H11O in total. Source: OMol25; level of theory: ωB97M-V/def2-TZVPD.

Calculated values
HOMO energy   -1.759 eV

Geometry as ORCA input:
```
! wB97M-V def2-TZVPD RIJCOSX def2/J DEFGRID3
* xyz -1 1
C -2.39 -1.66 -0.18
O -1.21 -2.25 -0.03
H -3.29 -2.33 -0.32
H -2.40 -0.90 -1.01
H -2.77 -0.86 0.58
C 1.95 0.41 -0.63
C 0.78 0.87 0.27
C 0.94 2.36 0.67
H 2.91 0.69 -0.17
H 1.90 -0.59 -1.01
H 1.83 1.09 -1.48
H -0.18 0.81 -0.22
H 0.91 0.26 1.17
H 1.34 2.58 1.65
H -0.01 2.90 0.52
H 1.61 2.91 -0.01
*
```

=====

#x
A cluster of 2 separate species, C4H11O in total. Source: OMol25; level of theory: ωB97M-V/def2-TZVPD.

Calculated values
HOMO energy   -2.008 eV

Geometry as ORCA input:
```
! wB97M-V def2-TZVPD RIJCOSX def2/J DEFGRID3
* xyz -1 1
C 3.02 -1.04 0.79
O 1.89 -1.67 0.44
H 3.47 -1.42 1.82
H 2.85 0.07 0.94
H 3.97 -1.21 0.08
C -0.05 0.66 -0.21
C -1.42 -0.16 -0.49
C -2.69 0.68 -0.55
H 0.69 0.32 0.58
H 0.54 0.67 -1.14
H -0.29 1.72 -0.02
H -1.46 -0.44 -1.44
H -1.35 -0.94 0.26
H -3.61 0.22 -0.86
H -2.46 1.77 -0.69
H -3.09 0.75 0.50
*
```

=====

Relative to the most stable one, in kcal/mol, the structures come out at #w 0.0; #x 20.7.

=====

#w
A cluster of 2 separate species, C2H9NS in total. Source: OMol25; level of theory: ωB97M-V/def2-TZVPD.

Calculated values
HOMO energy (spin up / spin down)   -14.210 / -13.851 eV
⟨S²⟩   0.75

Geometry as ORCA input:
```
! wB97M-V def2-TZVPD RIJCOSX def2/J DEFGRID3
* xyz 1 2
N 2.29 1.00 -1.64
H 1.67 0.95 -0.84
H 3.14 0.57 -1.26
H 2.05 0.35 -2.38
C -1.32 0.56 -0.38
S -0.07 0.25 0.86
C -0.68 -1.24 1.68
H -1.15 -0.15 -1.19
H -1.28 1.62 -0.60
H -2.31 0.41 0.05
H -0.40 -2.17 1.19
H -0.23 -1.22 2.68
H -1.72 -0.93 1.84
*
```

=====

#x
A cluster of 2 separate species, C2H9NS in total. Source: OMol25; level of theory: ωB97M-V/def2-TZVPD.

Calculated values
HOMO energy (spin up / spin down)   -13.171 / -13.156 eV
⟨S²⟩   0.75

Geometry as ORCA input:
```
! wB97M-V def2-TZVPD RIJCOSX def2/J DEFGRID3
* xyz 1 2
S -2.11 0.73 2.52
H -2.51 1.25 1.38
C 0.21 0.71 -1.40
N 1.07 -0.03 -0.37
C 0.66 -1.43 0.12
H 0.03 0.34 -2.35
H 0.56 1.83 -1.39
H -0.71 0.63 -0.83
H 2.02 -0.19 -0.77
H -0.93 1.42 2.44
H 0.27 -2.18 -0.64
H 1.66 -1.78 0.41
H -0.23 -1.29 0.88
*
```

=====

Relative to the most stable one, in kcal/mol, the structures come out at #w 0.0; #x 33.2.